# C6H6O

C6H6O in the gas phase (ωB97M-V with the def2-TZVPD basis set, the OMol25 dataset).

## Properties
ΔE to the lowest compared entry with this formula, charge and spin: 3.529 eV
E_tot: -307.333731 a.u.
Highest occupied orbital energy: -9.278 eV

ORCA input file:
```
! wB97M-V def2-TZVPD RIJCOSX def2/J DEFGRID3
* xyz 0 1
C 2.7386 -0.1229 0.9556
C 1.6429 -0.3028 0.4856
C 0.3418 -0.4691 -0.1040
C -0.2007 -1.6714 -0.3087
C -0.3614 0.7959 -0.4977
C -1.6695 1.1543 0.0650
O -1.5467 0.6468 -1.2541
H 3.7117 0.0194 1.3719
H 0.3185 -2.5818 -0.0245
H -1.1746 -1.7516 -0.7832
H 0.2946 1.6047 -0.8225
H -2.1329 0.4773 0.7815
H -1.9623 2.2010 0.1351
*
```

***

# C6H6O

C6H6O in the gas phase at a distorted geometry (ωB97M-V with the def2-TZVPD basis set, the OMol25 dataset).

## Properties
ΔE to the lowest compared entry with this formula, charge and spin: 5.287 eV
E_tot: -307.269150 a.u.
Highest occupied orbital energy: -9.895 eV

ORCA input file:
```
! wB97M-V def2-TZVPD RIJCOSX def2/J DEFGRID3
* xyz 0 1
C 1.4047 1.3591 1.3081
C 1.1365 0.2513 0.9076
C 0.0179 0.0075 -0.0719
C 0.5561 -0.1954 -1.4109
C 1.0057 -0.3171 -2.5186
C -0.9071 -1.0826 0.4392
O -1.2696 -0.8425 1.7772
H 1.4044 2.4070 1.4617
H -0.5594 0.9433 -0.0812
H 1.3976 -0.4458 -3.5008
H -0.4069 -2.0488 0.3085
H -1.8270 -1.0501 -0.1469
H -0.4591 -0.8644 2.3077
*
```

***

# C6H6O

C6H6O in the gas phase (ωB97M-V with the def2-TZVPD basis set, the OMol25 dataset).

## Properties
ΔE to the lowest compared entry with this formula, charge and spin: 3.231 eV
E_tot: -307.344705 a.u.
Highest occupied orbital energy: -9.036 eV

ORCA input file:
```
! wB97M-V def2-TZVPD RIJCOSX def2/J DEFGRID3
* xyz 0 1
C 2.6566 -0.7516 0.6708
C 1.8755 0.0699 0.2507
C 0.5363 0.3641 -0.1384
C -0.3664 1.3061 0.1145
C -1.7382 0.7219 -0.1122
O -1.5272 -0.5816 -0.6308
C -0.1606 -0.9066 -0.5505
H 3.2976 -1.4912 1.0894
H -0.2048 2.2849 0.5486
H -2.2877 0.6604 0.8397
H -2.3656 1.2827 -0.8144
H 0.1796 -1.3232 -1.5064
H 0.1046 -1.6358 0.2389
*
```

***

# C6H6O

A molecular structure, C6H6O (ωB97M-V with the def2-TZVPD basis set, the OMol25 dataset).

## Properties
ΔE to the lowest compared entry with this formula, charge and spin: 5.553 eV
E_tot: -307.259378 a.u.
Highest occupied orbital energy (spin up / spin down): -8.521 / -8.521 eV

ORCA input file:
```
! wB97M-V def2-TZVPD RIJCOSX def2/J DEFGRID3
* xyz 0 1
O -0.3013 -0.9840 1.9018
C 0.3846 -1.0017 0.6937
C -0.8337 -0.9151 -0.6981
C -0.9840 0.4323 -1.0403
C -0.4031 1.5413 -0.9331
C 1.2894 0.0705 0.4996
C 1.2537 1.2143 -0.0315
H -0.3858 -0.0584 2.1746
H 0.7547 -2.0164 0.5381
H -1.6802 -1.4002 -0.2087
H -0.4639 -1.5238 -1.5341
H -0.5409 2.5832 -1.1773
H 1.9107 2.0581 -0.1847
*
```

***

# C6H6O

2 unconnected molecules or ions with the total composition C6H6O (ωB97M-V with the def2-TZVPD basis set, the OMol25 dataset).

## Properties
ΔE to the lowest compared entry with this formula, charge and spin: 5.163 eV
E_tot: -307.273701 a.u.
Highest occupied orbital energy: -9.106 eV

ORCA input file:
```
! wB97M-V def2-TZVPD RIJCOSX def2/J DEFGRID3
* xyz 0 1
C -1.3022 2.2470 0.7835
C -0.8841 1.1176 0.8557
C -0.3971 -0.1994 0.9400
C 0.2845 -1.1811 0.4317
C -0.3482 -1.4592 1.7603
H -1.6746 3.2468 0.7316
H 0.8871 -1.5539 -0.3861
H -1.2345 -2.0967 1.8154
H 0.2714 -1.4886 2.6605
C 1.0942 0.3498 -2.3967
O 1.5902 -0.7505 -2.4031
H 1.2999 1.0813 -3.2013
H 0.4136 0.6869 -1.5916
*
```

***

# C6H6O2

C6H6O2 in the gas phase at a distorted geometry (ωB97M-V with the def2-TZVPD basis set, the OMol25 dataset).

## Properties
ΔE to the lowest compared entry with this formula, charge and spin: 1.680 eV
E_tot: -382.623984 a.u.
Highest occupied orbital energy: -8.312 eV

ORCA input file:
```
! wB97M-V def2-TZVPD RIJCOSX def2/J DEFGRID3
* xyz 0 1
O 2.3684 1.2972 -0.5912
C 2.5378 0.1374 -0.3534
C 1.0976 -0.9665 -0.0798
C -0.1901 -0.2972 0.0815
C -1.0385 -0.0604 1.1349
C -2.1557 0.6195 0.5345
C -1.9245 0.6963 -0.8156
O -0.6637 0.1384 -1.1056
H 3.5751 -0.2737 -0.2444
H 1.2831 -1.6310 -0.9944
H 1.3216 -1.4141 0.8387
H -0.8572 -0.4834 2.0720
H -2.8316 1.0854 1.1829
H -2.5222 1.1521 -1.6602
*
```

***

# C6H6O2

C6H6O2 in the gas phase at a distorted geometry (ωB97M-V with the def2-TZVPD basis set, the OMol25 dataset).

## Properties
ΔE to the lowest compared entry with this formula, charge and spin: 5.019 eV
E_tot: -382.501311 a.u.
Highest occupied orbital energy: -8.362 eV

ORCA input file:
```
! wB97M-V def2-TZVPD RIJCOSX def2/J DEFGRID3
* xyz 0 1
C 1.5310 -0.1573 0.9071
C 1.2438 -1.0421 -0.1440
C 0.2721 -1.3780 -1.1173
O -0.6691 -0.6052 -1.7541
C -1.2202 0.4964 -1.1850
C -1.0896 1.1895 -0.0092
O -0.5799 1.0921 1.3433
C 0.7108 0.4987 1.8530
H 2.4476 -0.6355 1.5218
H 1.8026 -2.1407 -0.0233
H 0.1186 -2.5163 -1.4388
H -2.1072 0.9812 -1.5606
H -1.8115 1.9722 0.1078
H 0.8544 0.8007 2.8507
*
```

***

# C6H6O2

C6H6O2 in the gas phase at a distorted geometry (ωB97M-V with the def2-TZVPD basis set, the OMol25 dataset).

## Properties
ΔE to the lowest compared entry with this formula, charge and spin: 1.432 eV
E_tot: -382.633124 a.u.
Highest occupied orbital energy: -8.059 eV

ORCA input file:
```
! wB97M-V def2-TZVPD RIJCOSX def2/J DEFGRID3
* xyz 0 1
O -1.4046 -2.3353 0.9855
C -0.3034 -2.0285 0.6652
C 0.0175 -0.6317 0.2048
C -0.9242 0.3423 0.0750
O -0.7960 1.5683 -0.2538
C 0.4873 2.0626 -0.6388
C 1.5564 1.0712 -0.6426
C 1.3839 -0.2793 -0.3099
H 0.5107 -2.7668 0.7198
H -1.9190 0.0756 0.4176
H 0.2984 2.4025 -1.6748
H 0.8061 2.9472 -0.0033
H 2.5031 1.3665 -1.0830
H 2.0998 -1.1084 -0.3515
*
```

***

# C6H6O2PS2

A gas-phase ion, C6H6O2PS2 (charge -1) at a distorted geometry (ωB97M-V with the def2-TZVPD basis set, the OMol25 dataset).

## Properties
ΔE to the lowest compared entry with this formula, charge and spin: 2.107 eV
E_tot: -1520.517112 a.u.
Highest occupied orbital energy: -3.398 eV

ORCA input file:
```
! wB97M-V def2-TZVPD RIJCOSX def2/J DEFGRID3
* xyz -1 1
O 2.3437 1.8655 1.2279
P 1.8611 0.9709 0.1682
O 1.6224 1.9657 -1.6268
S 3.1712 -0.5795 0.0179
S 2.5412 -2.2424 -1.0334
C 0.1468 0.3953 0.2984
C -0.2455 -0.3206 -0.8587
C -1.3319 -1.1074 -0.8624
C -2.1529 -1.0550 0.2885
C -1.8865 -0.2344 1.3082
C -0.6356 0.4094 1.3946
H 1.8673 2.8474 -1.4971
H 0.3628 0.0332 -1.7931
H -1.6171 -1.7962 -1.6939
H -3.0901 -1.6672 0.3412
H -2.6439 -0.4693 2.1071
H -0.3131 0.9847 2.2136
*
```

***

# C6H6O2S

C6H6O2S in the gas phase at a distorted geometry (ωB97M-V with the def2-TZVPD basis set, the OMol25 dataset).

## Properties
ΔE to the lowest compared entry with this formula, charge and spin: 4.062 eV
E_tot: -780.728197 a.u.
Highest occupied orbital energy: -8.402 eV

ORCA input file:
```
! wB97M-V def2-TZVPD RIJCOSX def2/J DEFGRID3
* xyz 0 1
C 1.2016 -0.4705 -0.3110
C 0.3260 -1.7320 -0.4827
C 0.0320 0.7544 -0.2377
C 2.5537 -0.7563 -0.2137
C -1.0368 -0.0769 0.3769
C -2.4271 0.3911 0.0917
O 0.0623 1.9251 -0.3906
O -0.8498 -1.3631 -0.1419
S 3.7964 0.4072 -0.2304
H 2.7598 -1.8054 0.1612
H -0.9734 -0.2871 1.4418
H -2.8571 1.2635 0.6454
H -3.1994 -0.4477 0.2074
H -2.4058 0.7470 -0.9455
H 3.0176 1.4508 0.0291
*
```